ORCA calculation (ωB97M-V/def2-TZVPD) on C17H31AsBN3O11S6TcTe as an isolated structure.

Each line ends with the Mulliken charge.
Positions of all 72 atoms, in Å:
C  2.947  2.576  -5.879  -0.1829
C  -2.909  -3.330  4.668  -2.0583
H  2.557  0.096  -1.648  0.2475
C  -3.518  -0.998  3.677  1.7411
O  2.142  -0.527  0.631  -0.7204
H  -5.134  -1.776  4.913  0.3500
H  0.442  2.301  -4.659  0.4419
H  3.381  2.335  -4.910  0.1738
H  2.198  3.379  -2.884  0.6969
C  0.650  3.344  -4.422  -0.5621
H  -0.255  3.922  -4.611  0.3748
B  -2.712  -1.647  1.646  0.8828
H  -1.861  1.226  -0.221  0.5044
H  -2.117  -4.077  4.681  0.4574
S  1.445  0.127  1.768  1.6523
O  -2.216  -2.579  2.514  -0.7631
H  -5.183  -2.310  3.225  0.3656
O  0.905  -4.321  0.574  -0.3799
O  2.574  5.020  -5.010  -0.6645
H  2.343  1.740  -6.224  0.4257
H  -3.122  -3.040  5.697  0.3396
O  0.835  -2.829  2.166  0.0909
H  2.776  1.421  -2.808  0.2749
C  0.832  1.276  -1.914  0.1428
N  -0.042  0.632  -1.156  1.0239
C  -0.739  2.710  -1.415  -0.1946
As  1.537  -5.252  -1.011  0.4908
S  3.047  -6.406  -0.222  -0.4832
C  -1.098  -1.634  4.378  -1.5604
S  0.623  -2.388  -2.107  -0.3863
H  -3.285  0.029  5.569  0.3328
H  -0.387  -2.463  4.360  0.2452
C  -3.263  0.254  4.502  -1.8463
Te  -2.438  -1.742  -0.494  -0.3689
O  -1.209  4.838  -2.090  -0.6679
S  -0.145  -5.918  -1.972  -0.4353
H  2.008  2.342  2.366  0.4900
C  -1.017  1.516  -0.818  -1.1514
C  1.556  1.894  1.488  -1.2025
H  1.849  -0.033  -3.248  0.3268
H  -1.181  -1.270  5.401  0.4095
O  -2.390  3.946  -0.504  -0.6281
C  -2.442  -2.131  3.853  1.8120
C  -4.953  -1.473  3.883  -2.0280
H  0.557  2.289  1.332  0.2008
O  -3.391  -0.641  2.287  -0.7050
H  -3.795  -3.788  4.239  0.3900
C  2.081  0.669  -2.445  -1.3155
H  4.581  3.822  -6.535  0.3581
H  -4.041  0.985  4.291  0.4716
H  0.888  4.522  -2.644  0.3433
O  1.974  -0.117  3.074  -0.7271
H  -0.693  -0.844  3.743  0.0735
H  4.700  2.129  -7.028  0.4016
Tc  0.225  -1.429  -0.205  0.5630
S  2.442  -3.443  -1.943  -0.2686
N  -1.505  3.909  -1.340  1.1278
H  2.273  -4.279  2.592  0.3237
H  3.564  3.210  -7.845  0.3594
H  0.645  -4.614  3.217  0.3020
N  0.453  2.567  -2.108  0.4283
C  1.381  -3.831  3.031  -1.0002
H  -5.631  -0.657  3.636  0.4978
H  -2.303  0.697  4.258  0.2905
S  1.831  3.947  -5.623  1.2486
C  1.123  3.517  -2.985  -1.3139
H  2.175  2.069  0.614  0.3241
C  4.015  2.963  -6.887  -1.3937
O  0.002  -0.204  1.570  -0.5021
O  1.119  4.173  -6.852  -0.7035
H  1.621  -3.299  3.948  0.3559
C  0.677  -3.102  0.877  0.8606

- Maximum force: 1.3 eV Å⁻¹
- Calculated total energy: -6657.04793 Ha
- ΔE to the lowest compared entry with this formula, charge and spin: 33.6 kcal per mole
- Net charge: -1
- HOMO-LUMO gap (alpha / beta): 5.44 / 5.44 eV